128
Properties=species:S:1:pos:R:3:forces:R:3 method="wB97M-V/def2-TZVPD" de_lowest_ev=12.187 lumo_ev=0.396 total_energy_ha=-2168.26229 smiles="NC(N)=O.CC(C)O.CC(C)O.CC(C)O.CC(C)O.CC(C)O.CC(C)O.CC(C)O.CC(C)O.CC(C)O.CC(C)O" homo_lumo_gap_ev=9.43 spin_multiplicity=1 total_charge=0
N 0.56199 -8.20486 14.62668 -1.9 2.7 1.0
C 1.40930 -8.62801 13.73081 2.0 5.7 -2.2
N 1.62797 -9.87789 13.79651 2.1 -4.2 -1.3
O 2.03170 -7.70967 12.96256 -1.7 -3.5 2.3
H 0.25171 -7.23152 14.53008 0.0 -0.9 0.3
H 0.19639 -8.81700 15.33420 -0.3 0.3 0.0
H 2.52306 -10.08315 13.24551 -2.0 -0.6 0.9
H 1.04454 -10.56007 14.37781 1.4 1.1 -1.3
C 2.61674 -3.00640 14.25671 0.7 -1.1 0.9
C 2.37151 -4.45637 13.75257 3.3 3.4 -6.0
C 3.72254 -5.01637 13.26018 -1.2 0.9 -2.8
O 1.77996 -5.26291 14.53139 -3.8 -2.5 6.4
H 3.48042 -3.04824 14.99416 -0.8 0.4 -0.9
H 1.75608 -2.65510 14.79474 -0.5 0.3 0.3
H 2.79923 -2.32156 13.41332 0.2 -0.4 0.4
H 1.70336 -4.37425 12.86601 0.5 0.5 -0.3
H 4.06703 -4.16811 12.67065 0.9 0.1 0.1
H 3.65163 -5.79828 12.45740 -0.2 0.2 1.3
H 4.38796 -5.28247 14.03384 0.7 -0.3 0.9
H 1.96647 -6.17923 14.42314 0.7 -1.3 -0.8
C 3.44056 -8.17713 10.10932 0.1 -1.1 0.4
C 2.19617 -7.36616 9.73521 1.3 -8.1 -5.4
C 0.99303 -8.28937 9.86270 -0.4 2.1 -0.1
O 2.09357 -6.28155 10.29986 -1.0 9.3 3.7
H 3.25200 -8.87920 10.95333 -0.1 0.7 -0.3
H 4.26315 -7.53113 10.37356 0.3 0.3 0.1
H 3.74116 -8.80477 9.27774 0.2 -0.1 -0.3
H 2.32375 -7.05214 8.70432 0.0 -0.8 -1.0
H 0.91534 -8.56024 10.88193 -0.2 -0.4 1.2
H 1.15480 -9.13906 9.28883 -0.1 -1.7 -1.2
H 0.10182 -7.72025 9.57326 0.0 -0.4 -0.1
H 2.09794 -6.42247 11.21069 -0.2 0.0 3.0
C 4.19470 -11.42075 14.90002 -3.4 2.2 -1.9
C 4.72645 -10.48981 13.78427 3.8 0.2 7.0
C 6.00557 -11.06753 13.40049 2.4 -0.9 -1.2
O 4.00116 -10.46779 12.73983 -5.1 -0.5 -5.0
H 4.89564 -11.75228 15.55301 2.4 -1.3 1.5
H 3.55085 -12.18318 14.46553 0.5 -0.5 -0.1
H 3.49713 -10.85735 15.50484 -0.3 0.3 0.3
H 4.90021 -9.45709 14.18812 -0.3 -0.5 0.1
H 6.53831 -10.56905 12.54966 -0.8 -0.3 0.2
H 5.84782 -12.14231 13.17128 0.4 0.5 0.0
H 6.69597 -10.93044 14.18919 0.9 -0.4 1.0
H 4.59905 -10.16182 12.09088 0.2 0.7 -2.1
C 4.28376 -9.17289 17.47815 0.9 -0.6 -0.4
C 3.56665 -8.11537 16.67024 -5.4 -4.6 5.3
C 2.79437 -7.23904 17.64934 -1.6 1.5 -1.3
O 4.23940 -7.41018 15.87842 3.6 4.0 -5.3
H 4.97258 -9.75728 16.83979 0.0 0.4 0.3
H 3.52206 -9.89886 17.76141 0.1 0.1 0.6
H 4.83156 -8.73741 18.33837 -0.3 -0.4 -0.3
H 2.80380 -8.65862 16.08770 -0.1 0.0 0.0
H 3.42072 -6.48758 18.10310 0.7 0.0 0.5
H 2.18771 -7.72129 18.44079 0.2 0.1 -0.7
H 2.19438 -6.56596 16.94226 0.1 -1.0 1.4
H 5.11500 -7.39578 16.19471 1.9 0.6 0.2
C 1.32483 -14.35414 15.24349 1.1 0.9 -1.3
C 0.32367 -13.21801 15.14597 -4.0 -7.3 -1.8
C -0.78619 -13.40196 16.16400 -0.4 0.2 0.1
O 0.88623 -12.10368 15.25887 3.7 7.8 0.5
H 2.15747 -14.24072 14.50412 -0.7 0.1 0.5
H 0.86652 -15.28655 15.03862 -0.4 -1.1 0.2
H 1.76927 -14.28569 16.22298 0.2 -0.4 0.6
H -0.17855 -13.20456 14.13673 0.4 -0.4 0.7
H -0.43136 -13.27374 17.21951 -0.3 -0.1 -0.8
H -1.23173 -14.37867 16.03590 -0.1 -0.3 0.2
H -1.54453 -12.66999 15.86518 0.0 -0.1 0.7
H 1.32145 -12.03420 16.10126 0.5 0.3 0.7
C -0.63190 -5.54618 16.84486 -0.1 -1.9 0.1
C 0.03300 -4.22169 16.87830 -8.0 1.8 -2.6
C -0.53203 -3.38406 17.97726 -0.5 0.5 1.8
O 1.27287 -4.22017 16.90877 9.6 -0.3 1.4
H -1.66819 -5.42194 16.71498 -1.6 0.4 -0.3
H -0.53738 -6.12978 17.76546 0.4 0.2 0.2
H -0.32567 -6.18607 16.01295 0.3 0.3 0.1
H -0.23941 -3.72546 15.91719 -0.8 -0.1 0.0
H -0.00493 -2.45391 18.13340 0.8 0.1 -0.1
H -0.44820 -3.98350 18.88885 0.1 0.2 0.3
H -1.55283 -3.00229 17.96858 -0.4 -0.7 -0.7
H 1.65782 -4.54565 16.07458 -0.2 -0.2 0.2
C -1.49886 -8.84620 18.96950 0.0 -0.5 -0.6
C -0.60471 -8.87055 17.73558 7.8 -1.2 10.1
C 0.30985 -10.09261 17.74730 1.5 -0.3 0.3
O -1.14951 -8.85262 16.66122 -7.9 1.4 -11.1
H -2.56557 -8.92766 18.71672 0.3 -0.2 0.2
H -1.28712 -7.90573 19.34379 -0.3 2.2 1.2
H -1.15985 -9.50550 19.75340 -0.3 -0.6 0.0
H 0.16078 -8.05345 17.76997 -0.5 0.1 0.8
H -0.22512 -11.00864 17.58391 -0.4 -0.5 -0.2
H 0.91677 -10.20601 18.63544 -0.4 0.1 0.9
H 1.16660 -10.02013 17.05813 -0.6 0.2 -0.7
H -1.72740 -8.04941 16.59753 0.5 -0.9 -0.4
C -1.42654 -10.81329 12.43320 1.1 0.7 1.1
C -1.97292 -10.52891 13.78227 1.2 6.6 -1.8
C -2.94562 -9.36678 13.66946 0.4 2.1 -1.3
O -2.70273 -11.42309 14.27403 -3.8 -8.1 4.6
H -2.09253 -10.92868 11.64758 -1.9 -0.4 -1.1
H -0.76986 -11.63830 12.43512 1.0 -0.9 0.0
H -0.91728 -9.90717 12.21132 1.1 0.6 -0.6
H -1.20824 -10.11716 14.47134 0.4 -0.7 -0.3
H -3.63910 -9.45515 12.82015 -0.2 -0.5 0.6
H -2.27910 -8.63825 13.31489 0.6 2.0 -0.5
H -3.40867 -8.90047 14.56722 0.2 -1.0 -0.3
H -2.97643 -11.11941 15.15842 -0.2 -0.6 -0.5
C 1.72205 -12.04772 10.66085 0.1 1.2 1.6
C 1.77823 -12.87027 11.94905 -7.4 0.3 -2.5
C 0.90262 -14.12819 11.82036 -1.0 -0.5 -0.5
O 2.91634 -13.30796 12.25871 8.6 -2.1 1.3
H 0.68848 -11.78048 10.47815 -0.1 0.3 -0.3
H 2.15563 -12.53863 9.83099 0.3 -0.9 -0.9
H 2.33558 -11.13952 10.82506 -0.5 -0.1 -0.2
H 1.49575 -12.29518 12.80272 -1.6 1.1 0.4
H 0.97630 -14.77472 12.69611 -0.2 0.3 0.1
H 1.18950 -14.77818 10.99793 0.9 0.1 -0.3
H -0.14252 -14.00924 11.51821 -0.1 0.6 0.7
H 3.43118 -12.49502 12.34490 1.0 -0.4 0.2
C -3.22276 -6.04822 12.50131 -0.8 0.1 -1.4
C -1.89951 -5.99087 13.24069 -1.3 -9.0 -5.0
C -0.79420 -6.37667 12.27562 1.0 -1.8 0.6
O -1.66295 -4.90175 13.73809 2.0 9.8 5.7
H -3.22470 -6.41961 11.44317 0.4 0.4 0.9
H -3.69263 -5.04999 12.50447 0.0 -0.4 0.0
H -3.81869 -6.74090 13.03785 -1.2 -0.4 0.4
H -2.00492 -6.73761 14.03475 0.4 -0.2 0.2
H 0.20092 -6.13645 12.67082 -0.2 -0.3 0.3
H -0.84606 -5.77456 11.40953 -0.4 0.6 -1.3
H -0.80829 -7.45648 11.99331 0.0 0.8 0.0
H -1.86554 -4.17583 13.16554 0.0 0.7 -0.4